w:
Computed, not measured: an isolated molecule of C3H10N2S, with wB97M-V/def2-TZVPD.

Cartesian coordinates (Å):
C -1.06029 0.04239 -0.07572
C -0.68545 0.31024 -1.55445
S -2.20227 0.71694 -2.45890
N -0.10618 -0.61903 0.78416
C 1.07597 0.21469 1.10294
N 2.07373 -0.59281 1.81604
H -1.29545 1.04178 0.34389
H -2.01998 -0.48020 0.02722
H -0.31227 -0.63660 -1.96008
H 0.00270 1.17802 -1.61003
H -1.94485 0.32805 -3.73458
H -0.01503 -1.61069 0.64737
H 1.55274 0.54923 0.18110
H 0.73350 1.05375 1.73001
H 2.40401 -0.00471 2.57940
H 1.79912 -1.49105 2.18164

Results
SMILES string = NCNCCS
2S+1 = 1

---

x:
Computed, not measured: an isolated molecule of C3H10N2S, with wB97M-V/def2-TZVPD.

Cartesian coordinates (Å):
N 1.33579 0.18406 -1.13162
C 0.36298 0.24944 -0.01554
C -0.57963 -0.94986 0.06004
S -1.94147 -0.83609 -1.15540
C 1.08856 0.37694 1.35416
N 1.50733 1.75317 1.66572
H 1.74564 -0.72619 -1.30741
H 2.10454 0.76622 -0.82357
H -0.21580 1.14119 -0.25838
H -0.05302 -1.89475 -0.08111
H -1.06019 -1.03429 1.02949
H -2.72792 -0.08046 -0.38225
H 1.85639 -0.40263 1.33408
H 0.30283 0.24903 2.10352
H 1.55028 1.85481 2.66978
H 2.44917 1.99427 1.36831

Results
SMILES string = NC[C@@H](N)CS
2S+1 = 1

---

Most stable of them? x.

---

w:
Computed, not measured: a structure of composition C44H26ClF9N2O3PRuS, with wB97M-V/def2-TZVPD.

Cartesian coordinates (Å):
Ru -0.30203 -0.38215 -1.03174
Cl -1.08015 5.20322 -5.63253
C -0.72929 4.09128 -4.34344
C 0.32974 4.37485 -3.46329
C 0.62764 3.51569 -2.44401
C -0.10687 2.31433 -2.25353
O 0.24965 1.54811 -1.27389
C -1.17838 2.04493 -3.14028
C -2.03534 0.90541 -3.03071
N -1.92033 -0.10291 -2.21558
C -2.87321 -1.14582 -2.23725
C -3.98725 -1.23470 -3.03960
C -4.86519 -2.32674 -2.91508
C -4.63359 -3.31167 -1.99499
C -3.48998 -3.24939 -1.16484
C -3.18286 -4.23203 -0.19368
C -2.04982 -4.10074 0.54926
C -1.20558 -2.99490 0.32528
N -1.46418 -2.05141 -0.55790
C -2.60986 -2.16808 -1.30454
C -1.47033 2.95741 -4.18251
H 0.91267 5.27404 -3.60966
H 1.45471 3.70006 -1.77149
H -2.87075 0.90170 -3.72324
H -4.21392 -0.47548 -3.77164
H -5.73584 -2.37473 -3.55336
H -5.31448 -4.14431 -1.88948
H -3.84839 -5.07398 -0.05750
H -1.77376 -4.82912 1.29721
H -0.28026 -2.90209 0.87072
H -2.28834 2.74704 -4.85789
O 3.61052 0.76400 -1.14615
C 2.58802 0.20671 -1.50306
O 1.81724 -0.43733 -0.65979
C 2.22379 0.25232 -2.97938
C 2.83003 1.23728 -3.75460
C 2.53277 1.37961 -5.09995
C 1.62149 0.52004 -5.69639
C 1.01004 -0.46592 -4.94031
C 1.30588 -0.60415 -3.58401
S 0.45461 -1.84572 -2.65705
H 3.54150 1.88626 -3.26398
H 3.00879 2.15820 -5.68032
H 1.37876 0.61916 -6.74590
H 0.29165 -1.13695 -5.38928
F -5.66879 -0.56831 3.93233
C -4.62460 -0.29583 4.74314
F -4.60408 -1.25496 5.68205
F -4.91179 0.86144 5.36232
C -3.33598 -0.22103 3.97423
C -2.49085 -1.31566 3.90681
C -1.32800 -1.24386 3.15749
C -0.98880 -0.08766 2.46302
C -1.85687 1.00216 2.53343
C -3.01422 0.94589 3.28706
P 0.41519 -0.08725 1.28577
C 1.48159 -1.36645 2.03122
C 1.97896 -2.44446 1.30202
C 2.72960 -3.42188 1.93424
C 3.00447 -3.31795 3.29149
C 2.54038 -2.23597 4.02394
C 1.77717 -1.26827 3.39106
C 3.80796 -4.41009 3.94562
F 3.15742 -5.59007 3.90233
F 4.06960 -4.15570 5.23603
F 4.98725 -4.59922 3.32920
C 1.35018 1.45431 1.53572
C 2.69806 1.41191 1.87867
C 3.43759 2.58125 1.98802
C 2.83031 3.79897 1.74786
C 1.49602 3.85591 1.36435
C 0.76799 2.68997 1.24077
C 3.60404 5.08536 1.83510
F 2.96644 5.99766 2.59739
F 3.76537 5.65194 0.62330
F 4.82716 4.92223 2.35824
H -2.73055 -2.22192 4.44568
H -0.67671 -2.10762 3.13762
H -1.63720 1.91894 2.00249
H -3.66710 1.80572 3.34094
H 1.79959 -2.50331 0.23297
H 3.11331 -4.25807 1.36611
H 2.76853 -2.15104 5.07659
H 1.40674 -0.42835 3.96464
H 3.19312 0.46502 2.01940
H 4.48663 2.53691 2.24158
H 1.03678 4.80969 1.14081
H -0.24142 2.74831 0.85832

Results
<S²> = 0.76
2S+1 = 2

---

x:
Computed, not measured: a structure of composition C44H26ClF9N2O3PRuS, with wB97M-V/def2-TZVPD.

Cartesian coordinates (Å):
Ru -1.16380 -0.16386 -0.02254
Cl -2.76372 -6.99493 -1.84695
C -2.11096 -5.50646 -1.22754
C -1.43208 -5.51019 0.00526
C -0.93844 -4.34573 0.51791
C -1.10446 -3.11168 -0.15486
O -0.61176 -2.04638 0.37601
C -1.79482 -3.11915 -1.40710
C -2.03038 -1.95843 -2.18165
N -1.70155 -0.74261 -1.87512
C -1.99382 0.34721 -2.72770
C -2.18634 0.28591 -4.08185
C -2.54841 1.44233 -4.80238
C -2.73063 2.64111 -4.17502
C -2.47998 2.75252 -2.78881
C -2.59241 3.95850 -2.05846
C -2.27521 3.97262 -0.73322
C -1.83096 2.79208 -0.11242
N -1.73336 1.65462 -0.75745
C -2.07104 1.60852 -2.08346
C -2.27664 -4.34881 -1.91981
H -1.31025 -6.43956 0.54622
H -0.43335 -4.32383 1.47422
H -2.60420 -2.10043 -3.09597
H -2.02495 -0.64823 -4.60482
H -2.68960 1.36976 -5.87298
H -3.03727 3.51757 -4.73158
H -2.93149 4.85406 -2.56480
H -2.35066 4.88165 -0.15304
H -1.54795 2.76761 0.93311
H -2.79000 -4.36302 -2.87397
O -0.60543 -1.04760 3.57519
C -1.51989 -0.87743 2.77746
O -1.71752 0.20833 2.09166
C -2.52205 -1.98468 2.51048
C -2.45514 -3.13738 3.28219
C -3.31448 -4.20176 3.04971
C -4.21858 -4.12960 2.00236
C -4.28175 -2.99578 1.20435
C -3.45543 -1.90079 1.45670
S -3.64066 -0.44643 0.47512
H -1.71615 -3.16635 4.07271
H -3.27197 -5.08373 3.67706
H -4.87725 -4.96510 1.79462
H -4.97308 -2.95281 0.37168
F 4.14367 3.47546 5.80876
C 2.98981 3.97742 5.33558
F 3.25184 5.24350 4.95537
F 2.13058 4.04087 6.35880
C 2.46690 3.16572 4.18374
C 3.31145 2.97773 3.08992
C 2.86422 2.26249 1.99836
C 1.56881 1.74248 2.00077
C 0.73512 1.91943 3.09671
C 1.19123 2.63639 4.19928
P 0.97449 0.79248 0.57387
C 1.35572 1.85791 -0.86876
C 1.47077 3.24085 -0.76962
C 1.52364 4.02532 -1.91322
C 1.45499 3.43004 -3.16225
C 1.34602 2.05136 -3.27944
C 1.28602 1.27526 -2.13611
C 1.43443 4.30350 -4.38246
F 0.23751 4.91245 -4.52385
F 2.35404 5.27841 -4.31792
F 1.65594 3.61575 -5.51049
C 2.21829 -0.54343 0.52113
C 2.02976 -1.56685 1.45016
C 2.89722 -2.64557 1.47719
C 3.94881 -2.70175 0.57402
C 4.15651 -1.67765 -0.33822
C 3.29277 -0.59342 -0.36130
C 4.85179 -3.90130 0.53391
F 4.85464 -4.58095 1.68892
F 6.12496 -3.56181 0.26632
F 4.47572 -4.76537 -0.42905
H 4.31255 3.38894 3.10794
H 3.51804 2.10604 1.14833
H -0.25530 1.47593 3.09429
H 0.55620 2.77477 5.06285
H 1.49484 3.71844 0.20164
H 1.60577 5.10179 -1.83255
H 1.28274 1.59381 -4.25722
H 1.14564 0.20354 -2.22294
H 1.19694 -1.52034 2.14593
H 2.75457 -3.44436 2.19224
H 4.98873 -1.73107 -1.02764
H 3.46144 0.20417 -1.07352

Results
<S²> = 0.76
2S+1 = 2

---

Most stable of them? x.

---

w:
Computed, not measured: an isolated molecule of CH3N5O, with wB97M-V/def2-TZVPD.

Cartesian coordinates (Å):
C -0.58917 -0.07094 0.62953
H 2.10355 0.78339 0.57477
H 2.13679 -0.87709 0.52989
H -2.62691 0.15908 -0.05123
N 1.81783 -0.03399 0.03806
N 0.49349 -0.07175 -0.27172
N 0.07293 0.07996 -1.54655
N -1.20842 0.23509 -1.51630
N -1.59292 0.09218 -0.20923
O -0.60717 -0.29594 1.82278

Results
SMILES string = Nn1nn[nH]c1=O
2S+1 = 1

---

x:
Computed, not measured: an isolated molecule of CH3N5O, with wB97M-V/def2-TZVPD.

Cartesian coordinates (Å):
C 0.32650 0.77085 -0.09896
H -1.92866 0.19372 0.74560
H -2.36345 -0.26761 -0.76158
H 2.49986 0.68272 0.17298
N -1.83376 -0.59884 0.06816
N -0.40004 -0.42247 -0.18275
N 0.38421 -1.48967 0.06522
N 1.63976 -1.08087 0.01953
N 1.60740 0.22136 -0.07309
O 0.06817 1.99080 0.04490

Results
SMILES string = Nn1nn[nH]c1=O
2S+1 = 1

---

Most stable of them? w.

---

w:
Computed, not measured: a cluster of 2 separate species, C3H4ClN in total, with wB97M-V/def2-TZVPD.

Cartesian coordinates (Å):
C 0.16483 2.10903 0.20114
C -0.72120 -1.80452 0.05068
C 0.98585 0.00243 -0.08880
N 0.23988 -0.91599 0.09015
Cl 2.60825 0.17668 -0.10474
H -0.23559 2.57044 -0.73092
H -0.73891 1.95497 0.69354
H -0.82952 -2.37184 -0.90663
H -1.47362 -1.72122 0.79559

Results
2S+1 = 1

---

x:
Computed, not measured: a structure of composition C3H4ClN, with wB97M-V/def2-TZVPD.

Cartesian coordinates (Å):
C -0.35702 0.14704 1.55850
C -0.92766 0.01458 0.44104
C -0.96731 -0.13515 -0.82869
N 1.57587 0.28589 -0.74851
Cl 1.77761 0.16048 0.85662
H -0.37471 0.42995 2.49837
H -1.14471 0.74976 -1.29764
H -1.14274 -0.98714 -1.33207
H 1.56067 -0.66544 -1.14762

Results
2S+1 = 1

---

Most stable of them? x.